Entry 1:
Entry from the OMol25 dataset: a molecular structure, C29H29HgN3Si in a non-equilibrium geometry (the ωB97M-V functional and the def2-TZVPD basis).

The charge is 0. Its multiplicity is 1. Its frontier orbital gap (spin up / spin down) is 4.0700 / 4.1289 eV.

XYZ file:
```
63
Properties=species:S:1:pos:R:3:lowdin_charge:R:1
C -0.990 -3.161 2.612 -0.1956
C -1.216 -2.870 1.262 -0.2237
C 0.032 -2.760 0.586 -0.2027
H -2.200 -2.867 0.775 0.0727
C 1.013 -2.992 1.558 -0.2146
C 0.401 -3.256 2.799 -0.1916
H 0.918 -3.499 3.766 0.0909
H -1.757 -3.325 3.388 0.0818
H 0.177 -2.586 -0.514 0.0707
H 2.093 -2.999 1.384 0.0725
Hg -0.034 0.755 0.138 1.0671
C 2.518 1.083 0.790 -0.1432
H 2.360 0.544 1.747 0.0131
H 2.781 2.138 1.001 0.0391
H 3.291 0.631 0.077 0.0378
Si 0.809 0.847 -2.105 0.5563
C -0.474 1.791 -2.975 -0.4213
C -1.458 1.056 -3.669 -0.1346
H -1.397 -0.028 -3.722 0.1003
C -2.417 1.782 -4.355 -0.0854
H -3.175 1.260 -4.934 0.1009
C -2.441 3.188 -4.368 -0.0857
H -3.229 3.733 -4.891 0.1074
C -1.532 3.854 -3.591 -0.1025
H -1.531 4.918 -3.581 0.0927
C -0.544 3.191 -2.851 -0.0932
H 0.225 3.786 -2.312 0.1143
C 2.385 0.914 -3.250 -0.2771
C 2.174 0.973 -4.666 -0.0892
H 1.225 1.311 -5.062 0.0955
C 3.214 0.577 -5.493 -0.0904
H 3.069 0.593 -6.567 0.1002
C 4.467 0.221 -4.971 -0.0917
H 5.265 -0.082 -5.640 0.1007
C 4.706 0.345 -3.612 -0.0924
H 5.694 0.167 -3.200 0.1001
C 3.686 0.733 -2.719 -0.1000
H 3.892 0.903 -1.658 0.0652
H 0.587 -0.609 -2.191 -0.0327
H 1.858 1.531 -0.007 -0.1190
C 0.779 -1.482 6.403 -0.0801
C 1.688 -1.103 5.418 -0.0829
C 1.233 -0.400 4.308 -0.0071
C -0.153 -0.121 4.171 -0.2656
C -1.028 -0.436 5.209 -0.0257
C -0.570 -1.147 6.307 -0.0690
N -0.641 0.366 2.948 0.0853
N -1.942 0.462 2.965 0.0491
C -2.607 0.143 1.811 -0.3424
C -3.971 -0.119 1.890 0.0043
C -4.626 -0.490 0.721 -0.0462
C -3.931 -0.556 -0.502 -0.0406
C -2.595 -0.144 -0.528 -0.1318
N -1.957 0.247 0.613 -0.0918
H 1.119 -2.090 7.242 0.1068
H 2.742 -1.372 5.528 0.1119
H 1.913 -0.037 3.524 0.0881
H -2.072 -0.171 5.135 0.1008
H -1.274 -1.459 7.089 0.1103
H -4.430 -0.154 2.919 0.1398
H -5.685 -0.786 0.750 0.1177
H -4.415 -0.777 -1.464 0.1162
H -2.021 -0.164 -1.432 0.0608
```


Entry 2:
Entry from the OMol25 dataset: a molecular structure, C29H29N4O2OsS3 (the ωB97M-V functional and the def2-TZVPD basis).

The charge is +3. Its multiplicity is 5. Its frontier orbital gap (spin up / spin down) is 7.1882 / 6.8638 eV. Its expectation value of S² is 6.053.

XYZ file:
```
68
Properties=species:S:1:pos:R:3:lowdin_charge:R:1
Os 0.857 0.662 -1.175 1.3693
N 4.380 -0.530 0.986 0.2171
C 3.279 0.052 0.582 -0.6889
S 3.214 0.834 -0.968 0.7380
N 2.166 -0.031 1.391 -0.0615
N 1.263 0.918 0.995 -0.0491
C 0.231 1.474 1.526 -0.1285
C -0.467 1.192 2.781 -0.1989
C 0.236 1.058 3.979 -0.0303
C -0.448 0.803 5.154 -0.0295
C -1.831 0.663 5.133 -0.0200
C -2.536 0.801 3.944 -0.0297
C -1.861 1.087 2.768 -0.0206
C -0.207 2.604 0.621 -0.1808
C -0.861 3.715 1.090 0.0506
C -1.080 4.788 0.223 0.0329
C -0.628 4.718 -1.081 0.0136
C 0.022 3.571 -1.503 -0.0552
N 0.225 2.541 -0.673 -0.1045
H 5.202 -0.528 0.395 0.1470
H 4.465 -0.914 1.920 0.1356
H 1.306 1.224 4.000 0.1173
H 0.091 0.735 6.089 0.1257
H -2.364 0.461 6.053 0.1282
H -3.613 0.704 3.937 0.1246
H -2.408 1.203 1.840 0.1240
H -1.175 3.758 2.124 0.1420
H -1.588 5.674 0.580 0.1408
H -0.773 5.534 -1.774 0.1366
H 0.395 3.464 -2.514 0.1360
O -1.151 0.272 -1.172 -0.6961
S -2.378 0.244 -2.136 1.1274
C -2.760 -1.523 -2.353 -0.2634
C -1.577 -2.442 -2.073 -0.2184
C -1.315 -2.686 -0.584 -0.2209
C -0.109 -3.592 -0.366 -0.2544
S 1.494 -2.710 -0.510 1.1385
O 1.112 -1.339 -1.095 -0.7254
C 2.025 -2.524 1.175 -0.3315
C 2.700 -3.630 1.606 -0.0775
C 3.230 -3.723 2.905 0.0116
C 3.163 -2.594 3.759 -0.0387
C 2.533 -1.461 3.375 -0.0137
C 1.795 -1.325 2.071 -0.1943
C -1.802 0.694 -3.739 -0.4263
C -2.683 1.442 -4.509 -0.0642
C -2.298 1.817 -5.791 -0.0255
C -1.047 1.464 -6.274 -0.0202
C -0.169 0.720 -5.489 -0.0355
C -0.546 0.324 -4.215 -0.1045
H -3.100 -1.597 -3.386 0.1158
H -3.609 -1.730 -1.699 0.1080
H -0.690 -2.046 -2.567 0.0871
H -1.790 -3.402 -2.549 0.1407
H -2.184 -3.179 -0.141 0.1398
H -1.177 -1.749 -0.046 0.0891
H -0.053 -4.377 -1.122 0.1095
H -0.091 -4.060 0.618 0.1087
H 2.842 -4.469 0.930 0.1320
H 3.720 -4.631 3.226 0.1320
H 3.647 -2.632 4.727 0.1345
H 2.512 -0.597 4.024 0.1110
H 0.726 -1.200 2.289 0.1642
H -3.653 1.729 -4.122 0.1224
H -2.975 2.396 -6.404 0.1292
H -0.750 1.764 -7.270 0.1290
H 0.797 0.432 -5.880 0.1249
H 0.121 -0.312 -3.640 0.0731
```


Entry 3:
Entry from the OMol25 dataset: a molecular structure, C29H29NO3P2RuS6 in a non-equilibrium geometry (the ωB97M-V functional and the def2-TZVPD basis).

The charge is 0. Its multiplicity is 5. Its frontier orbital gap (spin up / spin down) is 7.5041 / 5.3372 eV. Its expectation value of S² is 6.034.

XYZ file:
```
71
Properties=species:S:1:pos:R:3:lowdin_charge:R:1
Ru 0.645 1.916 -2.341 0.6680
S -1.445 -0.675 -5.052 0.5827
C -0.564 0.572 -4.448 -1.7783
S -1.055 2.179 -4.170 0.5877
S 1.111 0.301 -3.901 0.5545
C -2.966 -4.769 -0.221 -0.4013
S -1.362 -5.575 -0.470 0.8031
C -0.232 -4.163 -0.247 -0.5007
C -0.211 -3.254 -1.468 -0.2718
C 0.742 -2.066 -1.326 -0.2995
N 0.247 -0.949 -0.467 -0.4058
P 1.228 0.445 -0.629 0.8896
C 1.444 1.314 0.955 -0.3327
C 1.339 0.775 2.231 -0.1003
C 1.684 1.545 3.329 -0.0721
C 2.106 2.856 3.165 -0.0664
C 2.250 3.382 1.890 -0.0453
C 1.954 2.599 0.791 -0.1100
C 2.942 -0.165 -0.634 -0.3385
C 3.877 0.492 -1.421 -0.0966
C 5.222 0.203 -1.263 -0.0628
C 5.628 -0.742 -0.336 -0.0697
C 4.693 -1.400 0.449 -0.0622
C 3.352 -1.096 0.318 -0.0948
P -1.443 -0.583 -0.934 1.0760
C -2.280 -1.339 0.514 -0.3799
C -1.619 -1.732 1.672 -0.1397
C -2.338 -2.102 2.795 -0.0748
C -3.723 -2.064 2.776 -0.0820
C -4.389 -1.694 1.617 -0.0759
C -3.671 -1.339 0.489 -0.1035
C -1.784 1.112 -0.306 -0.4162
C -2.458 1.957 -1.187 -0.1710
C -2.903 3.197 -0.760 -0.0746
C -2.715 3.580 0.556 -0.0607
C -2.106 2.715 1.452 -0.0518
C -1.647 1.484 1.028 -0.0950
H -3.717 -5.551 -0.246 0.0301
H -3.157 -4.057 -1.018 0.0279
H -2.980 -4.273 0.744 0.0195
H 0.749 -4.608 -0.085 0.0745
H -0.546 -3.641 0.655 0.0447
H -1.221 -2.898 -1.691 0.0552
H 0.131 -3.837 -2.326 0.1186
H 0.960 -1.688 -2.335 0.0430
H 1.679 -2.430 -0.900 0.0966
H 0.994 -0.239 2.378 0.0921
H 1.612 1.122 4.322 0.1056
H 2.345 3.459 4.031 0.1058
H 2.570 4.401 1.731 0.1136
H 2.130 2.996 -0.205 0.0385
H 3.544 1.224 -2.152 0.0520
H 5.955 0.713 -1.869 0.1091
H 6.679 -0.958 -0.208 0.1067
H 5.004 -2.146 1.166 0.1088
H 2.620 -1.578 0.951 0.1074
H -0.538 -1.728 1.696 0.0789
H -1.814 -2.401 3.693 0.1071
H -4.283 -2.317 3.665 0.1035
H -5.469 -1.661 1.598 0.1061
H -4.186 -1.038 -0.415 0.1114
H -2.655 1.627 -2.199 0.0475
H -3.398 3.860 -1.452 0.1159
H -3.055 4.550 0.891 0.1110
H -1.997 2.995 2.490 0.1104
H -1.201 0.802 1.736 0.0894
O 1.243 5.432 -0.735 -0.3266
S 0.621 4.606 -1.725 0.0845
O 0.005 3.380 -1.103 -0.5559
O -0.295 5.223 -2.635 -0.3515
S 2.114 3.743 -2.895 0.3908
```


Entry 4:
Entry from the OMol25 dataset: a molecular structure, C29H30BBrFeN5O2 in a non-equilibrium geometry (the ωB97M-V functional and the def2-TZVPD basis).

The charge is +2. Its multiplicity is 2. Its frontier orbital gap (spin up / spin down) is 6.3451 / 6.4757 eV. Its expectation value of S² is 1.093.

XYZ file:
```
69
Properties=species:S:1:pos:R:3:lowdin_charge:R:1
Fe 0.862 0.353 0.233 0.6751
C 0.579 -4.923 -1.868 -0.0330
C 0.805 -3.651 -2.374 -0.0401
C 0.946 -2.581 -1.508 -0.0410
C 0.872 -2.791 -0.134 -0.2522
C 0.668 -4.076 0.381 -0.0050
C 0.509 -5.132 -0.492 -0.0386
N 1.040 -1.664 0.724 0.0237
N 1.163 -1.923 1.935 0.1480
C 1.382 -0.820 2.783 -0.2754
C 1.619 -1.065 4.119 0.0419
C 1.853 0.022 4.953 0.0023
C 1.839 1.298 4.416 -0.0012
C 1.579 1.452 3.061 -0.0765
N 1.358 0.413 2.257 0.0628
H 0.462 -5.759 -2.545 0.1219
H 0.867 -3.493 -3.442 0.1231
H 1.115 -1.586 -1.894 0.0990
H 0.636 -4.223 1.451 0.1161
H 0.331 -6.125 -0.102 0.1209
H 1.618 -2.084 4.478 0.1329
H 2.040 -0.129 6.007 0.1316
H 2.018 2.168 5.032 0.1270
H 1.543 2.433 2.606 0.1189
Br -3.279 6.289 1.596 0.8331
C -1.951 5.089 1.039 -0.6813
C -1.039 5.471 0.061 -0.0908
C -0.058 4.587 -0.346 -0.0021
C 0.014 3.314 0.217 -0.2413
C -0.915 2.937 1.180 -0.0322
C -1.892 3.821 1.601 -0.0925
N 1.010 2.363 -0.164 0.0502
C 2.115 2.711 -0.695 -0.0092
C 3.083 1.671 -1.057 -0.2168
C 4.244 1.952 -1.747 0.0312
C 5.122 0.911 -2.027 0.0056
C 4.812 -0.362 -1.585 0.0036
C 3.619 -0.566 -0.905 -0.0677
N 2.764 0.424 -0.653 0.0658
H -1.106 6.453 -0.386 0.1169
H 0.627 4.895 -1.125 0.1173
H -0.876 1.948 1.618 0.0961
H -2.607 3.531 2.358 0.1141
H 2.387 3.752 -0.852 0.1466
H 4.457 2.965 -2.062 0.1346
H 6.038 1.098 -2.572 0.1329
H 5.477 -1.195 -1.758 0.1287
H 3.349 -1.550 -0.554 0.1146
C -3.377 0.152 -2.620 0.0038
C -2.640 -0.867 -1.771 -0.4051
C -2.905 -2.272 -2.268 0.0109
O -1.187 -0.600 -1.975 0.1414
B -0.773 -0.028 -0.850 -0.6226
O -1.627 0.118 0.182 0.0964
C -2.834 -0.680 -0.209 -0.3957
C -4.057 0.118 0.179 0.0096
C -2.755 -1.969 0.588 0.0085
H -3.012 0.077 -3.643 0.1063
H -3.209 1.172 -2.275 0.0983
H -4.448 -0.049 -2.626 0.1077
H -2.702 -2.315 -3.337 0.1067
H -3.954 -2.530 -2.114 0.1109
H -2.281 -3.011 -1.769 0.0830
H -4.062 1.112 -0.262 0.0920
H -4.105 0.217 1.263 0.1023
H -4.952 -0.411 -0.149 0.1126
H -1.858 -2.541 0.349 0.0783
H -3.629 -2.592 0.400 0.1099
H -2.737 -1.726 1.651 0.1047
```